Entry 1:
13
Properties=species:S:1:pos:R:3:forces:R:3 method="wB97M-V/def2-TZVPD" max_force_ha_per_bohr=0.0649 energy_ev=-50015.2647 homo_ev=-4.56 charge=-1 e_lumo_ev=3.0
C -0.61740 1.24041 -0.56437 -0.3 0.8 -1.0
C -0.43278 -1.50565 -1.96563 -0.8 0.3 -1.0
C 2.10225 0.04383 0.48289 -2.6 2.1 -0.2
C -0.64546 0.61153 0.65602 0.3 -1.5 1.0
N -0.76381 1.70991 -1.60954 0.3 0.2 -0.4
O -0.94881 -1.22522 -2.94076 -0.9 0.6 -2.0
O 0.04155 -1.84454 -0.99411 1.3 -1.4 2.1
P 0.62568 -0.52966 0.99307 1.8 2.1 0.3
P -2.02856 0.63052 1.68778 0.9 -1.3 0.8
S 0.37730 -1.95199 2.23769 -0.2 -0.7 0.2
S -2.98331 2.20260 1.29211 -1.5 1.7 -0.4
H 2.96819 -0.46263 0.57379 2.5 -2.1 0.5
H 2.30514 1.08090 0.15107 -0.9 -0.7 0.0



Entry 2:
43
Properties=species:S:1:pos:R:3:forces:R:3 method="wB97M-V/def2-TZVPD" max_force_ha_per_bohr=0.0142 energy_ev=-39784.6948 homo_ev=-6.42 e_lumo_ev=-0.4
Rh -1.79899 0.77754 -0.34892 -0.1 -0.2 0.2
N -3.61090 1.76337 3.45305 0.1 0.2 0.0
C -2.90522 1.31550 2.35912 -0.2 0.2 0.0
S -3.20583 2.13089 0.83748 0.0 0.1 -0.1
N -2.05847 0.37590 2.50512 0.3 -0.2 0.2
N -1.36969 0.01084 1.36163 0.1 -0.1 -0.5
C -0.23421 -0.67261 1.58771 0.1 0.0 0.2
C 0.81910 -1.08700 0.80359 0.0 -0.1 0.0
C 1.76751 -1.91551 1.52258 0.0 0.0 0.0
C 2.91438 -2.39285 1.01324 0.0 0.0 0.1
C 3.26916 -2.04582 -0.34520 0.0 0.0 -0.1
C 2.48512 -1.26495 -1.08706 0.0 0.0 -0.1
C 1.14881 -0.70086 -0.64377 -0.1 0.3 -0.1
O 0.47152 1.49446 -1.81451 0.1 0.0 -0.1
H -4.43521 2.30810 3.28303 -0.1 -0.1 0.0
H -3.61155 1.16947 4.26346 0.0 0.0 0.0
H -0.18154 -0.97582 2.63024 0.0 0.0 0.0
H 1.51458 -2.15101 2.55070 0.0 0.0 0.0
H 3.57757 -3.00308 1.60972 0.0 0.0 0.0
H 4.19692 -2.41779 -0.76419 0.0 0.0 0.0
H 2.77909 -1.00520 -2.10025 0.0 0.0 0.0
C -1.96730 -0.73515 -2.72157 0.0 0.1 0.0
N -1.24787 -0.94900 -1.45263 0.1 -0.1 -0.1
C -1.83505 -2.13374 -0.78712 0.0 -0.1 -0.1
C 0.18345 -1.18496 -1.74092 -0.1 0.0 0.1
C 1.20598 0.85461 -0.73491 0.1 -0.3 0.3
C 2.48073 1.52104 -0.41296 -0.1 -0.1 0.1
C 2.50587 2.80089 -0.02706 0.0 0.1 0.0
C 1.28959 3.53594 0.26650 0.1 0.0 0.0
C 0.08479 2.96913 0.13315 0.1 0.0 0.0
C -0.02507 1.62880 -0.48377 -0.5 0.5 -0.1
H -1.78191 -1.56114 -3.41499 0.0 0.0 0.0
H -1.61880 0.19205 -3.18098 0.0 0.0 0.0
H -3.03970 -0.67574 -2.53275 0.0 0.0 0.0
H -1.84458 -2.97521 -1.48769 0.0 0.0 0.0
H -2.85651 -1.91418 -0.47996 0.0 0.0 0.0
H -1.24306 -2.40123 0.08055 0.0 0.0 0.0
H 0.43295 -0.62786 -2.64160 0.0 -0.1 -0.1
H 0.33325 -2.24792 -1.95176 0.0 0.0 0.1
H 3.39043 0.93863 -0.46461 0.0 0.0 0.0
H 3.45655 3.28072 0.16973 0.0 0.0 0.0
H 1.37824 4.52829 0.69084 0.0 0.0 0.0
H -0.81414 3.44243 0.49772 0.0 0.1 0.0



Entry 3:
16
Properties=species:S:1:pos:R:3:forces:R:3 method="wB97M-V/def2-TZVPD" max_force_ha_per_bohr=0.0073 energy_ev=-10326.3330 homo_ev=-14.70 charge=+1 e_lumo_ev=-3.0
C -0.15468 0.46416 1.93970 0.2 -0.2 0.1
N 0.91946 1.81563 -1.29289 0.0 -0.1 -0.3
C 0.19632 1.31616 -0.31468 -0.1 -0.1 -0.3
N 0.66862 0.93353 0.83039 0.3 0.0 0.0
H 0.36126 -0.34845 2.44096 0.1 -0.1 0.0
H -1.08092 0.06931 1.54277 -0.2 0.1 0.0
H -0.32222 1.26113 2.66003 -0.1 0.0 -0.1
H 1.92484 1.89489 -1.27618 0.0 0.0 0.2
H 0.48402 1.94412 -2.19281 0.0 0.1 0.0
H -0.85899 1.17941 -0.51266 0.0 0.2 0.2
H 1.67312 0.93775 0.94936 0.0 0.1 0.2
O -1.26015 -0.88285 -1.41984 0.1 0.1 0.1
C -1.00575 -2.02538 -1.17341 0.0 0.0 0.0
O -0.03312 -2.35916 -0.31234 -0.1 -0.1 -0.1
H -1.53672 -2.87727 -1.61625 0.0 0.0 0.0
H 0.02491 -3.32298 -0.25217 0.1 0.0 0.1



Entry 4:
74
Properties=species:S:1:pos:R:3:forces:R:3 method="wB97M-V/def2-TZVPD" max_force_ha_per_bohr=0.0490 energy_ev=-123067.3178 homo_ev=-10.25 e_lumo_ev=0.1
C -3.15208 0.94716 -4.14921 -0.3 0.9 1.2
C -1.92831 0.08724 -4.48394 1.0 -0.4 1.1
C -2.19272 -1.38776 -4.15350 0.0 0.3 -0.4
S -3.42054 -1.39448 -2.84685 -0.5 1.0 -0.2
O -2.87554 -1.20539 -1.52788 0.5 -0.2 0.2
O -4.30771 -2.49831 -3.09158 -0.2 -0.4 0.2
C -4.18402 0.16370 -3.34373 -1.2 -1.9 -1.2
H -3.59530 1.41558 -5.02428 -0.1 -0.1 0.0
H -2.88547 1.74841 -3.45486 0.4 0.2 -0.5
H -1.10042 0.33381 -3.81313 -0.2 0.4 0.0
H -1.51658 0.24852 -5.47701 -0.4 -0.2 -0.2
H -1.30216 -1.90243 -3.79894 0.0 0.0 0.0
H -2.64097 -1.91262 -4.99588 -0.1 -0.2 0.2
H -4.75932 0.59296 -2.52744 0.8 0.4 0.2
H -4.98536 -0.24410 -3.97580 0.2 0.2 -0.3
C -1.14644 -1.33394 6.64716 -1.8 0.2 0.9
C -0.80589 -2.22057 5.46002 1.0 0.3 0.3
C -0.93147 -1.31750 4.24651 -0.8 -0.5 -0.6
S -0.41318 0.32776 4.78478 -0.1 -1.9 -0.7
O -1.50475 1.21042 4.46329 0.1 0.7 0.3
O 0.91186 0.52864 4.26019 0.2 0.7 0.1
C -0.29859 -0.09367 6.54298 0.9 0.3 -0.5
H -1.13819 -1.84464 7.61136 0.7 0.0 0.0
H -2.19747 -1.00687 6.61875 0.0 -0.1 -0.4
H -1.38573 -3.13800 5.43371 -0.1 0.1 -0.2
H 0.25158 -2.48851 5.56915 -0.1 -0.3 0.0
H -1.97039 -1.28335 3.90964 -0.1 0.4 0.3
H -0.38949 -1.61780 3.35113 0.5 0.1 0.2
H -0.49968 0.81500 7.10368 -0.4 -0.2 0.3
H 0.75418 -0.35601 6.67369 0.0 0.2 0.0
C -3.29922 1.37317 1.28144 -0.1 0.2 0.2
C -4.71660 0.96827 1.69510 0.4 -0.6 1.3
O -5.61139 1.84370 1.00545 0.1 0.3 -0.4
S -4.76208 2.92421 0.15016 -0.4 -1.0 0.6
O -5.30176 4.21557 0.29894 -0.2 0.3 0.0
O -4.54703 2.34564 -1.13128 0.2 0.3 -0.2
O -3.46841 2.79281 1.04925 0.3 0.1 -0.8
H -2.98963 0.82618 0.39048 0.2 0.3 -0.2
H -2.53415 1.35225 2.05052 -0.2 -0.5 0.2
H -4.87109 1.09695 2.76985 0.0 0.4 -0.1
H -4.91825 -0.08984 1.52983 -0.2 0.1 -0.7
C 1.54945 -3.86690 -3.35980 -0.1 0.4 -0.6
C 2.28812 -3.61331 -4.66507 1.4 0.5 -0.4
O 3.31253 -2.63223 -4.33148 -0.1 0.1 0.1
S 3.04060 -1.92964 -2.92884 0.5 -1.7 0.5
O 2.94492 -0.53776 -3.09113 -0.3 0.6 -0.2
O 3.92882 -2.49793 -1.96945 0.2 0.3 -0.1
O 1.61777 -2.61474 -2.67727 -0.3 0.7 -0.1
H 2.03814 -4.63717 -2.76726 -0.2 -0.1 0.0
H 0.49694 -4.04177 -3.56319 0.0 -0.3 0.3
H 1.75234 -3.14554 -5.48936 -0.6 -0.2 0.3
H 2.85710 -4.45468 -5.05496 -0.3 -0.3 0.1
C 5.11275 1.10690 -0.32064 1.0 0.1 1.5
C 6.08980 0.98098 0.91206 -0.9 0.2 -0.6
O 7.40083 1.07120 0.37358 0.3 -0.3 -0.1
S 7.34048 2.01738 -0.90844 -1.2 0.1 1.2
O 8.33672 1.64702 -1.81391 0.9 -0.3 -0.8
O 7.19233 3.34872 -0.44034 0.2 0.5 -0.1
O 5.92459 1.51977 -1.41695 0.1 -0.3 -0.4
H 4.42249 1.90071 -0.05036 -0.5 -0.3 -0.5
H 4.70767 0.11723 -0.48462 -0.5 0.3 -0.6
H 5.92869 0.01013 1.36852 0.4 0.0 0.2
H 5.90381 1.80258 1.60262 0.2 -0.1 0.2
C 0.85077 2.73146 0.40755 -0.3 1.2 0.3
C 0.44108 1.66308 1.42439 0.1 0.6 0.0
O 0.03896 0.53833 0.63566 0.1 -0.3 0.0
S 0.95836 0.47087 -0.65431 0.3 1.0 0.4
O 0.21003 0.01643 -1.74492 -0.7 -0.7 -0.8
O 2.21709 -0.09308 -0.32864 0.1 -0.3 0.3
O 1.12088 2.05021 -0.81228 0.1 0.1 0.0
H 1.68812 3.35968 0.72075 0.4 -0.7 0.0
H 0.08255 3.49948 0.27155 -0.4 -0.5 -0.5
H -0.44784 1.94320 1.97906 0.2 0.1 0.3
H 1.28287 1.44720 2.07569 -0.2 -0.4 0.1



Entry 5:
25
Properties=species:S:1:pos:R:3:forces:R:3 method="wB97M-V/def2-TZVPD" max_force_ha_per_bohr=0.0796 energy_ev=-12073.4168 homo_ev=-7.65 e_lumo_ev=0.5
C -1.32335 0.76271 1.64132 0.6 -0.7 -1.9
C -0.95726 0.10148 0.48335 -3.8 0.4 1.4
C -1.16291 -1.39754 0.49754 0.4 0.1 0.0
C -1.14924 0.77260 -0.83710 1.0 0.3 0.0
C -1.29835 0.10055 -1.98837 0.1 -0.2 0.3
N -1.19020 2.16444 -0.81093 -0.1 0.2 0.0
H -1.57672 0.20441 2.52803 0.3 -0.1 0.2
H -1.29609 1.83483 1.72837 -0.3 0.2 -0.1
H -0.53752 -1.88870 -0.24026 0.0 -0.1 0.0
H -0.91611 -1.79481 1.47995 0.0 0.0 0.0
H -2.20504 -1.63514 0.28229 0.0 0.0 -0.1
H -1.37982 -0.96942 -2.03514 0.1 -0.2 0.1
H -1.34635 0.62449 -2.92677 -0.2 0.2 -0.2
H -0.56794 2.58962 -0.13929 0.0 -0.1 -0.1
H -1.12547 2.59299 -1.72427 0.0 0.0 0.2
C 2.04406 -1.37951 -0.59070 0.8 0.6 -0.2
C 1.93461 -0.73242 0.75404 -1.0 0.0 0.0
C 1.23570 0.38648 1.06306 3.5 0.7 1.8
O 1.40237 1.60436 0.40820 -1.2 -0.6 -0.5
H 1.42731 -0.88448 -1.34269 0.0 0.0 0.0
H 1.75912 -2.42843 -0.54462 -0.1 -0.1 0.0
H 3.08294 -1.35249 -0.93134 0.0 -0.1 -0.2
H 2.37446 -1.27195 1.58081 -0.7 -0.4 0.3
H 1.01701 0.59972 2.13074 0.4 -0.2 -0.9
H 1.75481 1.39619 -0.46621 0.0 0.1 -0.1